No. 1
A 2-piece molecular cluster, C4H14NO2 overall, computed with ωB97M-V with the def2-TZVPD basis set.

Values from the calculation:
Energy relative to the best compared isomer or geometry (same formula, charge and spin) (eV): 3.0357
HOMO (eV): -14.2168
LUMO level (eV): -2.91
Charge: +1
Kohn-Sham gap (eV): 11.3

Cartesian coordinates (Å):
1 O -0.7357 1.5456 -1.0055
2 C 0.3108 0.9976 -1.6080
3 C 0.9523 0.0760 -0.3887
4 N -0.2246 -0.2342 0.4992
5 C 0.2781 -0.5216 1.8515
6 C 1.7146 -1.0707 -0.9405
7 H -0.7639 2.4716 -0.6740
8 H 1.0958 1.6436 -2.0695
9 H -0.4266 0.5726 -2.4183
10 H 1.6385 0.8020 0.1016
11 H -0.8885 0.5710 0.5911
12 H -0.7626 -1.0059 0.1187
13 H -0.5855 -0.6859 2.5874
14 H 0.8624 0.3257 2.2154
15 H 0.8969 -1.3780 2.0089
16 H 2.6869 -0.9008 -1.6059
17 H 2.1772 -1.6922 -0.0655
18 H 1.1786 -1.7283 -1.5742
19 H -3.2841 -0.5860 0.4782
20 H -3.3225 0.7646 0.9712
21 O -2.7981 0.0334 0.9267

Electronic structure analysis, natural (NBO) charges in units of e:
1. O -0.760
2. C -0.073
3. C -0.088
4. N -0.530
5. C -0.445
6. C -0.671
7. H 0.504
8. H 0.207
9. H 0.220
10. H 0.228
11. H 0.500
12. H 0.435
13. H 0.250
14. H 0.228
15. H 0.239
16. H 0.280
17. H 0.228
18. H 0.233
19. H 0.482
20. H 0.485
21. O -0.949



No. 2
C24H57NO7S5 as an isolated structure, computed with ωB97M-V with the def2-TZVPD basis set.

Values from the calculation:
Energy relative to the best compared isomer or geometry (same formula, charge and spin) (eV): 2.6202
HOMO (eV): -6.8548
LUMO level (eV): 0.09
Charge: 0
Kohn-Sham gap (eV): 6.9

Cartesian coordinates (Å):
1 C 0.6408 0.1010 5.8579
2 C 0.3127 -0.9690 4.7863
3 N -0.3632 -0.5844 3.5514
4 C 0.3847 0.4147 2.9407
5 C -0.4283 -1.7764 2.6700
6 C -1.4764 -2.7964 2.9906
7 C -1.7396 -0.0324 3.9050
8 C -2.5189 0.3058 2.7279
9 O -3.7211 0.7656 3.1623
10 C -4.8836 1.0130 2.2801
11 H -0.1704 0.7161 6.2690
12 H 1.2386 0.7403 5.2654
13 H 0.9627 -0.1968 6.7550
14 H -0.2058 -1.8082 5.4154
15 H 1.2555 -1.4540 4.5318
16 H 1.5562 0.3826 2.8678
17 H 0.5012 1.4397 3.4679
18 H 0.3999 0.9353 1.8792
19 H 0.5077 -2.1352 2.4871
20 H -0.7937 -1.4919 1.6996
21 H -2.3935 -2.4623 3.1152
22 H -1.2211 -3.3608 3.9277
23 H -1.4524 -3.6226 2.1533
24 H -1.6702 0.8516 4.4423
25 H -2.2644 -0.7335 4.5528
26 H -2.6617 -0.4125 2.1999
27 H -1.9229 1.0943 2.2199
28 H -5.8709 0.8875 2.6015
29 H -4.7689 0.3575 1.4429
30 H -4.4952 1.9194 1.9450
31 O 0.2795 0.3644 -0.7410
32 H 0.3965 -0.4635 -1.2475
33 C 3.9503 -0.5681 -0.8915
34 S 3.1774 0.3742 0.4334
35 O 3.4156 -0.5011 1.6715
36 C 4.3720 1.5593 0.5240
37 H 3.1164 -1.1144 -1.1772
38 H 4.9295 -1.1055 -0.7217
39 H 4.2042 -0.0460 -1.6860
40 H 4.7150 2.0657 -0.3803
41 H 5.1658 1.1630 0.8465
42 H 4.1346 2.4054 1.4080
43 C -2.4250 -1.7193 -1.3884
44 S -2.4446 -0.1696 -2.3474
45 O -3.3846 -0.6003 -3.4438
46 C -3.3360 0.8089 -1.2297
47 H -1.9144 -1.6919 -0.4124
48 H -1.8778 -2.2358 -2.0348
49 H -3.4185 -1.9040 -1.3179
50 H -3.3910 1.9563 -1.3460
51 H -2.8951 0.6675 -0.2291
52 H -4.3386 0.4344 -0.9861
53 C -1.2667 3.7187 0.5992
54 S 0.0862 4.8996 0.5839
55 O -0.2192 5.8189 1.7529
56 C 1.3645 3.8009 1.0720
57 H -2.0127 4.0485 0.0193
58 H -1.5256 3.3635 1.6095
59 H -1.0007 2.8332 0.0934
60 H 2.1802 3.9776 1.1796
61 H 1.1991 2.8423 0.4659
62 H 0.9743 3.5030 2.0001
63 C 2.0794 2.4657 -2.5615
64 S 0.4226 2.9860 -2.5635
65 O 0.4930 4.4934 -2.3400
66 C -0.0141 2.8714 -4.2744
67 H 2.5557 2.8049 -3.3375
68 H 2.0300 1.2489 -2.3608
69 H 2.5520 2.5668 -1.5213
70 H 0.6315 3.6039 -4.8685
71 H -1.0998 3.1814 -4.2069
72 H -0.2283 1.9497 -4.7467
73 C -0.1732 -2.8970 -1.5095
74 S -0.4212 -1.8048 -0.0678
75 O -1.6839 -2.3785 0.6172
76 C 0.9278 -2.2792 0.9326
77 H -0.6595 -2.5347 -2.4109
78 H -0.2075 -3.8990 -1.1449
79 H 0.8189 -2.9305 -1.7249
80 H 1.9199 -1.9591 0.3783
81 H 0.8920 -3.3207 1.2430
82 H 0.7720 -1.5449 1.7365
83 C 1.4949 -2.8642 -6.5558
84 C 2.5105 -2.6113 -5.4416
85 C 2.0971 -2.3207 -4.0820
86 C 0.7436 -1.9656 -3.8118
87 C -0.1973 -2.1909 -4.8400
88 C 0.1697 -2.7500 -6.2696
89 H 1.8053 -3.0556 -7.6154
90 H 3.5320 -2.8733 -5.6371
91 H 2.6954 -2.2136 -3.4199
92 H 0.4430 -1.6025 -2.6881
93 H -1.3658 -1.8780 -4.6670
94 H -0.4839 -2.8717 -7.0297

Electronic structure analysis, Löwdin charges in units of e:
1. C -0.033
2. C -0.158
3. N -0.222
4. C -0.101
5. C -0.288
6. C -0.027
7. C -0.049
8. C -0.254
9. O -0.140
10. C 0.021
11. H 0.095
12. H 0.056
13. H 0.040
14. H 0.168
15. H 0.143
16. H 0.130
17. H 0.134
18. H 0.140
19. H 0.026
20. H 0.028
21. H 0.028
22. H 0.100
23. H 0.146
24. H 0.122
25. H 0.156
26. H 0.031
27. H 0.143
28. H 0.079
29. H 0.067
30. H 0.077
31. O -0.523
32. H -0.162
33. C -0.216
34. S 0.825
35. O -0.545
36. C -0.310
37. H -0.007
38. H 0.115
39. H -0.005
40. H 0.079
41. H -0.041
42. H 0.146
43. C -0.272
44. S 0.829
45. O -0.572
46. C -0.303
47. H -0.149
48. H -0.051
49. H 0.058
50. H 0.090
51. H 0.030
52. H 0.056
53. C -0.239
54. S 0.878
55. O -0.564
56. C -0.217
57. H 0.008
58. H 0.069
59. H 0.004
60. H -0.109
61. H 0.074
62. H 0.038
63. C -0.277
64. S 0.777
65. O -0.584
66. C -0.266
67. H -0.020
68. H 0.096
69. H 0.053
70. H 0.089
71. H 0.068
72. H 0.032
73. C -0.214
74. S 0.952
75. O -0.511
76. C -0.243
77. H 0.015
78. H 0.099
79. H 0.016
80. H 0.096
81. H 0.111
82. H -0.004
83. C -0.097
84. C -0.014
85. C -0.060
86. C -0.135
87. C -0.015
88. C -0.060
89. H 0.105
90. H 0.071
91. H -0.028
92. H 0.094
93. H 0.134
94. H 0.046